Record 1
C4H21N2O6 | ωB97M-V/def2-TZVPD

Each line ends with the natural charge from an NBO analysis.
Positions of all 33 atoms, in Å:
O -1.700 -0.554 1.730  -0.6349
C -0.631 0.027 1.573  0.6680
N -0.113 0.733 2.643  -0.6041
C 1.118 1.452 2.431  -0.4520
C -0.099 0.136 0.171  -0.3841
N -0.757 -0.910 -0.647  -0.5498
C 0.084 -1.311 -1.836  -0.4287
H -0.246 0.269 3.537  0.4184
H 2.011 0.799 2.401  0.1981
H 1.069 2.241 1.686  0.2168
H 1.314 2.119 3.339  0.2298
H -0.487 1.127 -0.216  0.3093
H 1.009 0.028 0.183  0.2525
H -1.755 -0.599 -0.855  0.4838
H -0.959 -1.797 -0.154  0.4652
H 0.012 -0.660 -2.719  0.2532
H -0.236 -2.275 -2.200  0.2207
H 1.164 -1.318 -1.628  0.2286
H -0.098 2.733 -1.452  0.4745
H -1.430 3.349 -1.323  0.4960
O -0.992 2.501 -1.167  -0.9395
H 3.775 0.274 -0.834  0.4877
H 3.966 1.248 0.283  0.4893
O 3.268 0.887 -0.282  -0.9674
H -0.625 -4.072 1.850  0.4848
H -1.962 -4.146 1.180  0.4821
O -1.155 -3.601 1.199  -0.9590
H 1.681 1.596 -3.313  0.4809
H 1.948 1.361 -1.846  0.4850
O 1.667 0.894 -2.646  -0.9653
H -3.586 -0.448 0.284  0.5074
H -3.865 -1.464 -0.714  0.4889
O -3.391 -0.619 -0.658  -0.9363

Energy above the lowest of the compared OMol25 structures with the same formula, charge and spin ... 78.4 kJ/mol
Gap between HOMO and LUMO ... 10.4 eV
Net charge ... +1

Record 2
H2 | ωB97M-V/def2-TZVPD

Each line ends with the Mulliken charge.
Positions of all 2 atoms, in Å:
H 0.000 0.000 1.029  0.0000
H 0.000 0.000 -1.029  0.0000

Energy above the lowest of the compared OMol25 structures with the same formula, charge and spin ... 500.9 kJ/mol
Gap between HOMO and LUMO ... 7.9 eV
Net charge ... 0

Record 3
C3H12NO | ωB97M-V/def2-TZVPD

Each line ends with the natural charge from an NBO analysis.
Positions of all 17 atoms, in Å:
C 1.563 -1.079 0.889  -0.4230
N 1.945 -0.147 -0.221  -0.7011
H 2.472 -1.470 1.338  0.2366
H 1.055 -0.495 1.654  0.2311
H 0.912 -1.864 0.529  0.2353
H 2.509 -0.662 -0.895  0.4308
H 2.446 0.678 0.101  0.4346
H 1.048 0.160 -0.732  0.4712
C -1.250 1.147 -0.351  -0.0738
O -0.310 0.646 -1.354  -0.7488
C -2.104 0.055 0.262  -0.6543
H -0.608 1.699 0.338  0.1792
H -1.877 1.912 -0.812  0.2029
H -0.823 0.088 -1.954  0.4993
H -1.521 -0.867 0.300  0.2013
H -2.470 0.359 1.239  0.2465
H -2.988 -0.161 -0.334  0.2322

Energy above the lowest of the compared OMol25 structures with the same formula, charge and spin ... 70.7 kJ/mol
Gap between HOMO and LUMO ... 11.8 eV
Net charge ... +1

Record 4
C3H4O3S | ωB97M-V/def2-TZVPD

Each line ends with the natural charge from an NBO analysis.
Positions of all 11 atoms, in Å:
C -1.557 1.336 -0.035  0.0658
C -0.902 0.215 -0.045  0.3312
C 0.244 -0.608 0.142  -0.7419
O -3.834 -0.686 -1.097  -0.9075
O -2.878 1.486 0.140  -0.6521
O -2.396 -0.846 0.868  -0.8690
S -3.649 -0.194 0.279  1.7251
H -1.148 2.197 -0.397  0.2402
H -0.173 -1.300 0.871  0.3014
H 1.154 0.027 0.505  0.2573
H 0.767 -1.164 -0.720  0.2495

Energy above the lowest of the compared OMol25 structures with the same formula, charge and spin ... 450.4 kJ/mol
Gap between HOMO and LUMO ... 9.3 eV
Net charge ... 0